Here is C3H8N4S in the gas phase at a distorted geometry from the OMol25 dataset. Energies are from the ωB97M-V functional and the def2-TZVPD basis.

Results
largest force on an atom = 4.25 eV/Å
HOMO (spin up / spin down) = -0.2857 / -0.2856 hartree
LUMO energy (spin up / spin down) = 0.81 / 0.81 eV
energy above the lowest of the compared OMol25 structures with the same formula, charge and spin = 106.4 kcal per mole
E = -736.14851 hartree
gap between HOMO and LUMO (spin up / spin down) = 8.584 / 8.583 eV

Geometry as ORCA input:
```
! RIJCOSX wB97M-V def2-TZVPD def2/J DEFGRID3
* xyz 0 1
C 2.02149 -0.71671 -0.63012
C -2.97351 -0.92386 -0.72354
C 2.25199 1.84593 0.76803
N 1.06200 -1.13117 0.11693
N 0.17355 -0.48266 0.87511
N -1.01344 -0.47088 0.40134
N -1.49292 -0.83495 -0.72971
S 2.89292 0.82008 -0.56692
H 2.53670 -1.39808 -1.23082
H -3.56512 0.03929 -1.12928
H -3.26683 -1.65736 -1.50040
H -3.28976 -1.20856 0.24339
H 1.49369 1.30450 1.39980
H 1.68802 2.71291 0.34527
H 3.16622 2.27152 1.24543
H -1.68500 -0.17002 1.11547
*
```